1.
{"formula": "C6H6F3PtS6", "method": "wB97M-V/def2-TZVPD", "multiplicity": 1, "de_lowest_kcal_mol": 32.2, "gap_ev": [5.3, 5.6], "e_tot_ha": -3040.00005, "charge": 1, "elements": ["Pt", "S", "C", "S", "C", "C", "S", "S", "S", "F", "C", "F", "F", "C", "S", "C", "H", "H", "H", "H", "H", "H"], "coordinates": [[-0.11453, 0.28796, -1.06256], [-4.56736, -3.85042, 2.88100], [-3.55504, -2.94718, 2.03682], [-3.68370, -1.20052, 1.92073], [-2.34953, -0.94188, 0.89599], [-1.61558, -2.11289, 0.51167], [-0.26456, -1.99834, -0.46064], [-2.20759, -3.59188, 1.11576], [-1.91008, 0.58969, 0.37225], [-1.00047, 1.20358, -3.43621], [-0.05562, 1.62217, -2.58075], [1.11393, 1.63250, -3.24633], [-0.31292, 2.90257, -2.26132], [2.59521, -0.40145, 0.51797], [2.09695, 0.73867, -0.77246], [1.94397, 2.26057, 0.18956], [1.89330, -0.38656, 1.34852], [3.58694, -0.09371, 0.84868], [2.64905, -1.39673, 0.08405], [2.94347, 2.65265, 0.37167], [1.43666, 2.05721, 1.12964], [1.37751, 2.97398, -0.40403]], "nbo_charge": [0.425, 0.280, -0.622, 0.596, -0.429, -0.408, 0.127, 0.590, 0.192, -0.318, 0.775, -0.327, -0.332, -0.763, 0.476, -0.755, 0.234, 0.253, 0.253, 0.253, 0.234, 0.267]}

2.
{"formula": "C5H4N", "method": "wB97M-V/def2-TZVPD", "multiplicity": 1, "de_lowest_kcal_mol": 179.1, "gap_ev": [7.4, 8.7], "e_tot_ha": -246.97648, "charge": 1, "elements": ["C", "C", "C", "C", "C", "N", "H", "H", "H", "H"], "coordinates": [[0.66964, -2.54442, -0.05838], [0.64946, -1.26527, -0.02482], [-2.20544, 0.85077, 0.38451], [1.40647, 0.00257, 0.50623], [0.05255, 0.02354, -0.13840], [-1.11908, 0.47362, 0.19765], [-3.07704, 1.18130, -0.14985], [1.49803, -0.07165, 1.56476], [2.36723, 0.31355, 0.14139], [-0.24182, 1.03599, -2.42309]], "nbo_charge": [0.463, -0.491, 0.427, -0.292, 0.252, -0.249, 0.288, 0.255, 0.281, 0.066]}

3.
{"formula": "C47H75BrN4O16S", "method": "wB97M-V/def2-TZVPD", "multiplicity": 1, "gap_ev": 8.1, "e_tot_ha": -6230.94101, "smiles": "C#Cc1c(S)c(CCCN)c(CC(=O)OC(C)=O)c2nc([C@@H](Br)CC)c(CCC(N)=O)nc12.CCOC(C)=O.CCOC(C)=O.CCOC(C)=O.CCOC(C)=O.CCOC(C)=O.CCOC(C)=O", "elements": ["C", "C", "C", "C", "S", "C", "C", "C", "C", "N", "C", "C", "C", "O", "O", "C", "C", "O", "C", "N", "C", "C", "Br", "C", "C", "C", "C", "C", "C", "N", "O", "N", "C", "H", "H", "H", "H", "H", "H", "H", "H", "H", "H", "H", "H", "H", "H", "H", "H", "H", "H", "H", "H", "H", "H", "H", "H", "H", "H", "H", "C", "C", "O", "C", "C", "O", "H", "H", "H", "H", "H", "H", "H", "H", "C", "C", "O", "C", "C", "O", "H", "H", "H", "H", "H", "H", "H", "H", "C", "C", "O", "C", "C", "O", "H", "H", "H", "H", "H", "H", "H", "H", "C", "C", "O", "C", "C", "O", "H", "H", "H", "H", "H", "H", "H", "H", "C", "C", "O", "C", "C", "O", "H", "H", "H", "H", "H", "H", "H", "H", "C", "C", "O", "C", "C", "O", "H", "H", "H", "H", "H", "H", "H", "H"], "coordinates": [[-5.42756, 5.62254, -1.28136], [-4.41375, 5.02568, -1.06595], [-3.13043, 4.44318, -0.80776], [-2.27665, 5.00575, 0.11939], [-2.77580, 6.48158, 0.98611], [-1.00853, 4.38680, 0.39080], [-0.10532, 4.98821, 1.43970], [0.72209, 6.18378, 0.93567], [1.67736, 5.84618, -0.22134], [2.09035, 7.07045, -0.90984], [-0.66215, 3.25553, -0.30947], [0.64683, 2.53219, -0.09726], [0.51246, 1.32460, 0.79089], [-0.51294, 0.74603, 0.95944], [1.70324, 0.88299, 1.39097], [1.77071, 1.43309, 2.68193], [1.04724, 0.65119, 3.74633], [2.38177, 2.43338, 2.88728], [-1.53217, 2.69563, -1.28068], [-1.11065, 1.59460, -1.96065], [-1.93010, 1.11549, -2.85537], [-1.46021, -0.09516, -3.67683], [0.35730, -0.59447, -3.07670], [-2.32659, -1.35171, -3.52795], [-2.36954, -2.12382, -4.87219], [-3.21931, 1.70337, -3.07648], [-4.18968, 1.10171, -4.06493], [-5.51029, 0.58949, -3.39559], [-5.43435, 0.31189, -1.90218], [-5.17329, -1.03700, -1.46525], [-5.63795, 1.16928, -1.08086], [-3.64515, 2.76728, -2.44462], [-2.76907, 3.27405, -1.53798], [-6.25015, 6.29380, -1.25470], [-2.14047, 7.43410, 0.28060], [-0.74435, 5.35176, 2.24308], [0.58302, 4.25246, 1.84787], [1.35277, 6.49485, 1.77222], [0.10565, 7.04593, 0.68456], [2.57312, 5.42501, 0.24025], [1.20070, 5.12672, -0.89233], [3.03604, 6.98457, -1.25597], [1.48880, 7.22209, -1.70877], [1.41175, 3.20567, 0.27464], [0.99188, 2.17596, -1.06984], [0.39400, 1.32214, 4.29550], [1.81143, 0.21541, 4.38872], [0.48568, -0.16752, 3.30905], [-1.32031, 0.20164, -4.71175], [-1.87909, -2.05138, -2.82868], [-3.33043, -1.13489, -3.18170], [-3.28495, -2.68768, -4.99235], [-2.20275, -1.47511, -5.73488], [-1.51403, -2.79974, -4.85708], [-3.72460, 0.37144, -4.71804], [-4.48833, 1.93342, -4.70461], [-6.25300, 1.37481, -3.49884], [-5.85928, -0.31079, -3.89786], [-4.17470, -1.10462, -1.27592], [-5.61317, -1.13189, -0.55473], [-2.98985, -6.49854, -0.43788], [-2.96215, -4.98546, -0.43989], [-3.19127, -4.45704, -1.75665], [-4.41166, -4.26532, -2.27704], [-5.62186, -4.84237, -1.58531], [-4.50420, -3.67232, -3.31847], [-3.96630, -6.88568, -0.73453], [-2.75363, -6.88228, 0.55484], [-2.25973, -6.89905, -1.14867], [-3.65345, -4.54538, 0.28152], [-1.96660, -4.64329, -0.16186], [-5.87681, -5.79014, -2.05710], [-6.44585, -4.14384, -1.71349], [-5.49255, -4.99780, -0.51718], [3.63890, 1.37943, -2.24921], [4.40390, 2.18966, -3.27375], [4.01411, 3.56784, -3.26848], [4.52179, 4.47585, -2.42033], [5.35857, 4.01677, -1.24926], [4.24429, 5.63541, -2.57677], [3.83150, 1.72441, -1.23200], [3.91433, 0.32636, -2.31263], [2.56742, 1.46969, -2.42528], [5.48512, 2.09719, -3.15767], [4.16638, 1.82904, -4.27307], [4.72149, 3.95057, -0.36756], [6.13369, 4.75939, -1.07479], [5.85643, 3.06285, -1.40296], [2.51214, -9.92731, -2.02398], [1.44521, -10.34804, -1.03446], [0.36620, -9.41159, -0.98430], [-0.66455, -9.42148, -1.84937], [-0.59373, -10.28711, -3.08532], [-1.59385, -8.68732, -1.65015], [2.12483, -9.88433, -3.04186], [3.34829, -10.62680, -2.00375], [2.88162, -8.93182, -1.77754], [1.07285, -11.35551, -1.22630], [1.86286, -10.35758, -0.02905], [-0.25293, -9.67709, -3.92067], [-1.59441, -10.65528, -3.29783], [0.05356, -11.15512, -2.98745], [1.13236, -5.49852, 2.12433], [-0.08444, -4.65093, 2.42860], [-1.25205, -5.45950, 2.63169], [-1.56211, -6.03924, 3.80275], [-0.52957, -6.07088, 4.90631], [-2.62942, -6.57682, 3.92303], [1.38015, -6.16003, 2.95552], [1.99442, -4.86293, 1.91998], [0.94474, -6.12999, 1.25414], [0.07625, -3.98142, 3.26983], [-0.31165, -4.02198, 1.56845], [-0.01555, -7.03099, 4.87605], [-1.04856, -5.97367, 5.85729], [0.20389, -5.26902, 4.85639], [3.78493, -4.43809, 7.69373], [3.66179, -4.99662, 6.29165], [2.61112, -4.36124, 5.55523], [2.76143, -3.19628, 4.90008], [4.00367, -2.36752, 5.12280], [1.86648, -2.81077, 4.19738], [4.04279, -3.37903, 7.68586], [4.55282, -4.97449, 8.25128], [2.83631, -4.53495, 8.22167], [4.60152, -4.94987, 5.73937], [3.38193, -6.04767, 6.34028], [3.78684, -1.60545, 5.87012], [4.26049, -1.88343, 4.18344], [4.87258, -2.94012, 5.43683], [2.20016, 12.88765, -0.95403], [2.08004, 12.95912, 0.55444], [0.82687, 12.45178, 1.01352], [0.59117, 11.13824, 1.21906], [1.58589, 10.11662, 0.72274], [-0.44145, 10.81122, 1.73537], [2.15972, 11.85939, -1.31322], [3.14064, 13.33043, -1.28393], [1.37584, 13.42595, -1.42213], [2.90776, 12.46005, 1.06109], [2.10232, 14.00022, 0.87343], [1.25804, 9.74099, -0.24406], [1.61192, 9.29146, 1.42916], [2.60473, 10.48683, 0.63630]], "lowdin_charge": [0.137, -0.122, -0.183, -0.440, 0.853, -0.162, -0.162, -0.180, -0.270, 0.014, -0.098, -0.036, -0.412, 0.181, 0.061, -0.477, 0.037, 0.146, -0.134, 0.144, -0.216, -0.572, 0.740, -0.305, -0.090, -0.205, -0.096, -0.074, -0.491, 0.120, 0.092, 0.227, -0.138, 0.034, -0.106, 0.089, 0.098, 0.113, 0.080, 0.109, 0.104, 0.038, 0.075, 0.103, 0.108, 0.098, 0.083, 0.082, 0.087, 0.076, 0.065, 0.052, 0.068, 0.074, 0.096, 0.121, 0.117, 0.115, 0.085, 0.089, -0.058, -0.219, -0.001, -0.534, 0.014, 0.080, 0.074, 0.082, 0.052, 0.116, 0.108, 0.096, 0.087, 0.070, -0.070, -0.224, 0.009, -0.522, 0.019, 0.088, 0.071, 0.086, 0.034, 0.114, 0.125, 0.089, 0.093, 0.069, -0.065, -0.237, 0.006, -0.503, 0.016, 0.094, 0.068, 0.082, 0.083, 0.114, 0.122, 0.098, 0.093, 0.068, -0.057, -0.225, -0.012, -0.529, 0.017, 0.100, 0.067, 0.079, 0.080, 0.090, 0.117, 0.096, 0.092, 0.051, -0.061, -0.229, -0.010, -0.514, 0.019, 0.099, 0.069, 0.084, 0.086, 0.115, 0.124, 0.098, 0.094, 0.070, -0.067, -0.243, -0.004, -0.526, 0.001, 0.103, 0.067, 0.080, 0.083, 0.113, 0.121, 0.083, 0.081, 0.069]}

> Number 3 is which compound?

C47H75BrN4O16S

> What is the formula in the second record?

C5H4N